1.
22
Properties=species:S:1:pos:R:3:mulliken_charge:R:1 method="wB97M-V/def2-TZVPD" lumo_energy_ev=3.863 charge=-1 homo_energy_ev=-4.0
O 3.627 -2.377 0.600 -0.698
O 1.005 -1.862 0.940 -0.830
O -0.920 -0.448 1.666 -0.796
N -0.676 1.713 -0.828 -0.305
C 0.423 2.649 -1.140 -0.785
C -1.475 -0.542 -0.628 -1.006
C -0.248 0.348 -0.907 -0.413
C -2.000 -0.228 0.822 -0.640
H 0.594 2.496 -2.282 0.243
H -2.790 -0.977 1.155 0.252
H -2.474 0.721 0.864 0.421
H -2.321 -0.414 -1.321 0.389
H 0.452 0.071 -0.121 0.398
H -1.193 1.788 0.069 0.226
H 0.217 3.742 -0.678 0.246
H 2.656 -2.103 0.426 0.479
H 3.602 -2.340 1.542 0.245
H 1.230 -2.120 1.755 0.223
H 1.343 2.573 -0.604 0.306
H 0.053 -1.262 1.162 0.336
H 0.109 0.173 -1.948 0.331
H -1.214 -1.601 -0.542 0.377

2.
22
Properties=species:S:1:pos:R:3:mulliken_charge:R:1 method="wB97M-V/def2-TZVPD" lumo_energy_ev=3.912 charge=-1 homo_energy_ev=-4.7
O 3.512 -0.457 1.090 -0.783
O -1.240 -1.328 1.752 -0.640
O 1.188 -1.163 1.072 -1.033
N -0.033 1.023 -0.984 -0.454
C 0.772 0.792 -2.165 -1.007
C -1.158 0.130 -0.939 -0.374
C -1.439 0.050 1.599 -0.516
C -2.081 0.463 0.229 -0.792
H 3.723 -0.376 2.025 0.235
H 0.589 -0.094 -2.746 0.317
H 1.184 -1.523 0.170 0.186
H 1.887 0.885 -2.206 0.318
H -1.775 0.212 -1.888 0.428
H 0.632 0.938 -0.199 0.347
H 2.516 -0.975 1.133 0.418
H -0.447 0.501 1.834 0.234
H -0.217 -1.564 1.543 0.473
H 0.574 1.531 -2.971 0.335
H -2.169 1.542 0.207 0.340
H -0.863 -0.957 -1.038 0.322
H -3.077 0.003 0.062 0.330
H -2.078 0.367 2.416 0.316

3.
22
Properties=species:S:1:pos:R:3:mulliken_charge:R:1 method="wB97M-V/def2-TZVPD" lumo_energy_ev=-3.143 charge=+1 homo_energy_ev=-14.1
O 1.114 3.051 -0.125 -0.653
O 1.698 -1.760 0.225 -0.443
O 0.789 -1.024 3.236 -0.574
N 0.371 0.451 0.918 -0.154
C -1.573 -0.820 -2.183 -1.380
C 0.772 -1.533 -0.494 0.098
C -0.920 0.240 -1.310 -0.331
C -0.280 -0.478 -0.065 -0.292
H 0.245 -1.713 3.593 0.281
H -2.294 -0.321 -2.850 0.354
H 1.433 -0.842 3.951 0.290
H 1.394 3.650 -0.806 0.307
H -2.203 -1.560 -1.673 0.373
H -0.162 0.884 -1.745 0.348
H 0.790 1.248 0.421 0.338
H 0.591 -1.973 -1.489 0.317
H 1.336 3.425 0.739 0.292
H 1.024 -0.125 1.474 0.383
H -0.982 -1.437 -2.851 0.400
H -1.092 -1.019 0.411 0.325
H -1.739 0.842 -0.955 0.343
H -0.314 0.815 1.579 0.377

4.
25
Properties=species:S:1:pos:R:3:mulliken_charge:R:1 method="wB97M-V/def2-TZVPD" lumo_energy_ev=2.842 charge=-1 homo_energy_ev=-5.3
S 3.398 0.489 2.050 -0.265
O -0.008 -2.562 -2.512 -0.701
O -1.348 -0.408 -1.612 -0.947
O -2.310 1.932 -2.557 -0.682
O -2.860 0.292 -0.101 -0.752
O -0.636 3.461 -0.309 -0.702
N -0.815 -0.339 0.595 -0.052
C 0.587 -0.600 0.352 -0.016
C 1.761 -0.224 2.584 -0.479
C 1.262 -1.225 1.569 -1.381
C -1.750 -0.155 -0.430 0.622
H 1.092 0.357 0.120 0.110
H -1.290 3.392 -1.021 0.359
H 3.477 -0.284 0.971 0.114
H -3.078 1.562 -2.109 0.311
H 1.072 0.599 2.583 0.349
H -0.631 -1.999 -1.981 0.410
H 0.749 -1.189 -0.543 0.296
H 1.947 -2.041 1.297 0.439
H 1.934 -0.621 3.574 0.386
H 0.152 -1.939 -3.233 0.292
H -0.430 2.521 -0.209 0.323
H -1.696 1.178 -2.606 0.342
H -1.099 -0.268 1.550 0.190
H 0.522 -1.928 1.978 0.434

5.
21
Properties=species:S:1:pos:R:3:lowdin_spin:R:1 method="wB97M-V/def2-TZVPD" lumo_energy_ev="0.684 / 0.451" multiplicity=2 charge=0 homo_energy_ev="-3.1 / -8.8"
S -1.495 0.177 -0.966 0.190
O 2.843 -0.494 -1.643 0.075
N 0.832 -1.693 0.090 0.151
C -0.199 0.112 1.559 0.020
C -2.769 1.570 -1.030 0.036
C -0.456 0.998 0.316 0.027
C 0.755 -1.110 1.470 0.101
H -3.363 1.299 -0.172 0.002
H 1.619 -1.260 -0.417 0.035
H -0.051 -1.628 -0.471 0.075
H 0.217 0.744 2.357 0.003
H 1.215 -2.694 0.104 0.172
H -0.711 2.030 0.569 0.003
H 3.650 -0.046 -1.931 0.016
H -1.255 -0.219 1.836 0.003
H 1.756 -0.827 1.798 0.021
H 0.398 -1.857 2.196 0.031
H 0.459 1.248 -0.241 0.012
H -3.352 1.240 -1.923 0.001
H 2.161 -0.099 -2.209 0.026
H -2.255 2.510 -1.292 0.003

6.
21
Properties=species:S:1:pos:R:3:mulliken_charge:R:1 method="wB97M-V/def2-TZVPD" lumo_energy_ev=-3.491 charge=+1 homo_energy_ev=-12.7
S 0.449 -1.247 -0.463 -0.057
O 2.368 2.403 -1.630 -0.648
N 0.038 1.847 0.431 -0.288
C -0.577 0.914 1.519 -0.638
C -0.103 -2.877 0.498 -0.802
C -1.698 0.058 0.807 -0.554
C -1.231 -0.576 -0.509 -0.786
H -1.047 1.643 2.396 0.354
H 0.160 0.139 1.740 0.390
H -2.131 -0.776 1.469 0.369
H -1.062 -3.369 0.072 0.268
H -0.704 2.013 -0.224 0.312
H 0.764 -3.475 0.578 0.375
H -1.787 -1.464 -0.683 0.367
H 0.305 2.765 0.761 0.351
H 0.773 1.222 -0.074 0.332
H -0.279 -2.528 1.546 0.258
H -1.568 -0.078 -1.486 0.383
H -2.575 0.630 0.515 0.368
H 2.771 3.064 -1.102 0.325
H 1.637 2.899 -1.981 0.323

7.
21
Properties=species:S:1:pos:R:3:mulliken_charge:R:1 method="wB97M-V/def2-TZVPD" lumo_energy_ev=-2.922 charge=+1 homo_energy_ev=-12.7
S 1.855 -1.138 0.064 -0.140
O -1.232 2.703 0.714 -0.597
N -0.734 -0.068 1.538 -0.223
C 2.833 0.249 -0.712 -0.692
C 0.419 -1.206 -1.109 -0.573
C -0.915 -1.568 -0.391 -0.802
C -1.549 -0.306 0.277 -0.452
H -1.611 -1.954 -1.148 0.352
H -1.599 0.560 -0.397 0.162
H -2.588 -0.348 0.669 0.441
H -0.807 -2.388 0.310 0.385
H -1.022 -0.729 2.254 0.387
H 2.420 0.486 -1.698 0.288
H -0.947 3.627 0.792 0.308
H 0.262 -0.267 -1.640 0.435
H 0.379 -0.257 1.411 0.162
H 2.729 1.065 0.004 0.244
H -1.413 2.720 -0.236 0.303
H 0.606 -2.074 -1.766 0.326
H -0.974 0.899 1.807 0.356
H 3.886 -0.006 -0.742 0.329

8.
21
Properties=species:S:1:pos:R:3:mulliken_charge:R:1 method="wB97M-V/def2-TZVPD" lumo_energy_ev=-3.123 charge=+1 homo_energy_ev=-12.9
S 1.006 -0.336 -2.119 -0.245
O -0.718 -2.304 2.806 -0.684
N 0.199 -0.627 0.873 -0.078
C -0.604 0.464 0.270 -0.052
C 0.023 1.648 -0.488 -0.594
C -1.767 0.803 1.300 -1.313
C 1.253 1.302 -1.445 -0.614
H -1.348 0.064 -0.412 0.247
H 1.148 1.969 -2.308 0.405
H -1.310 0.987 2.293 0.357
H -1.589 -2.512 2.446 0.342
H -0.800 -2.355 3.764 0.328
H 2.261 1.312 -1.072 0.346
H 0.190 2.500 0.155 0.421
H -0.321 -1.238 1.541 0.204
H -2.302 -0.178 1.295 0.338
H -2.545 1.492 0.909 0.363
H 0.970 -0.066 -3.408 0.161
H 1.028 -0.177 1.263 0.397
H -0.811 1.884 -1.183 0.317
H 0.654 -1.202 0.146 0.354